[1]
The following is a DFT calculation (the ωB97M-V functional and the def2-TZVPD basis) of 11 unconnected molecules or ions with the total composition C35H42F10NO33PS at a distorted geometry.

Results
E_HOMO in eV: -8.645
Total charge: 0
Structure (SMILES): CP(O)N(CCCS)C(=O)O.O=C1OC[C@@H](F)O1.O=C1OC[C@@H](F)O1.O=C1OC[C@@H](F)O1.O=C1OC[C@@H](F)O1.O=C1OC[C@@H](F)O1.O=C1OC[C@@H](F)O1.O=C1OC[C@@H](F)O1.O=C1OC[C@@H](F)O1.O=C1OC[C@@H](F)O1.O=C1OC[C@@H](F)O1
Strongest force on any atom in eV Å⁻¹: 8.795
DFT total energy in Eh: -5634.76155
HOMO-LUMO gap in Ha: 0.313

Each line ends with the Mulliken charge.
Element x y z (Å)
1 C 2.0414 -4.3667 1.5077  -0.2922
2 P 2.6981 -3.5700 -0.1014  -0.0881
3 O 4.3195 -4.2699 -0.2939  -0.4835
4 N 3.0034 -1.8213 0.0660  0.3045
5 C 1.8126 -0.9728 -0.3219  -0.4492
6 C 0.5733 -0.9812 0.7533  -0.6561
7 C -0.5724 -2.1238 0.4824  -0.2450
8 S -1.8024 -1.6017 -0.8835  -0.1955
9 C 4.0654 -1.5182 -1.0101  0.2823
10 O 5.2514 -0.9865 -0.6964  -0.5429
11 O 3.8499 -1.8115 -2.4638  -0.4159
12 H 2.3217 -3.7854 2.4916  0.1359
13 H 2.5628 -5.4337 1.5969  0.2621
14 H 0.8744 -4.5897 1.4645  0.2027
15 H 4.7261 -4.1346 0.6336  0.2674
16 H 2.2089 0.1529 -0.3584  0.2750
17 H 1.3728 -1.1883 -1.3851  0.2818
18 H 0.0369 0.0638 0.6885  0.3949
19 H 1.0068 -1.1506 1.8418  0.1198
20 H -0.1647 -3.1666 0.1418  0.1036
21 H -1.2225 -2.1819 1.4817  0.2724
22 H -2.1372 -2.7953 -1.5565  0.1262
23 H 2.9138 -2.1572 -2.6126  0.3840
24 O 3.0477 -6.6722 3.1002  -0.6298
25 C 2.8117 -6.3051 4.2392  0.3203
26 O 2.3155 -7.1191 5.2204  -0.3531
27 C 2.3114 -6.3547 6.4093  -0.6242
28 C 2.2787 -4.9562 5.8944  0.6550
29 F 2.9323 -4.1190 6.7308  -0.3429
30 O 3.0027 -5.0325 4.6874  0.2357
31 H 3.2173 -6.5733 6.9845  0.4180
32 H 1.4394 -6.5917 7.0248  0.2723
33 H 1.2715 -4.5743 5.6962  0.1068
34 O -3.7700 -0.9053 -2.7587  -0.5224
35 C -3.6436 0.2137 -3.2273  0.5808
36 O -2.5858 1.0405 -2.9647  -0.2675
37 C -2.7489 2.1734 -3.7940  -0.3615
38 C -4.2143 2.1666 -4.0661  0.3527
39 F -4.4796 2.6715 -5.2918  -0.2972
40 O -4.5424 0.7958 -4.0700  -0.2988
41 H -2.1489 2.0482 -4.7016  0.2883
42 H -2.4251 3.0837 -3.2822  0.2309
43 H -4.8135 2.6865 -3.3109  0.2567
44 O -0.7053 -5.4338 6.7825  -0.5690
45 C -1.0545 -5.8725 5.6992  0.5087
46 O -1.8575 -6.9682 5.5379  -0.3122
47 C -2.1300 -7.0634 4.1542  -0.5737
48 C -0.9834 -6.3292 3.5476  0.3652
49 F -1.3543 -5.7194 2.3995  -0.3185
50 O -0.6862 -5.3356 4.5022  -0.0745
51 H -3.0953 -6.5918 3.9412  0.2989
52 H -2.1715 -8.1078 3.8337  0.3188
53 H -0.0968 -6.9478 3.3719  0.2700
54 O -1.0513 -2.2607 11.7845  -0.5369
55 C -1.2214 -2.2612 10.5766  0.5908
56 O -2.4499 -2.2771 9.9749  -0.2984
57 C -2.2170 -2.1382 8.5877  -0.4296
58 C -0.8160 -2.6264 8.4447  0.5775
59 F -0.1812 -1.9828 7.4395  -0.2953
60 O -0.2112 -2.2540 9.6622  -0.3048
61 H -2.3300 -1.0864 8.3043  0.2853
62 H -2.9267 -2.7356 8.0092  0.2726
63 H -0.7300 -3.7096 8.3071  0.1797
64 O -3.1103 5.6654 -4.6064  -0.5493
65 C -3.5344 5.8960 -5.7266  0.6766
66 O -3.9553 7.1272 -6.1491  -0.3287
67 C -4.2396 7.0005 -7.5279  0.0691
68 C -4.5012 5.5401 -7.6713  0.4590
69 F -4.1228 5.1000 -8.8923  -0.2972
70 O -3.6540 4.9574 -6.7071  -0.2955
71 H -3.3737 7.3349 -8.1092  0.2436
72 H -5.1051 7.6075 -7.8071  -0.2432
73 H -5.5383 5.2485 -7.4745  0.2744
74 O 5.8261 -3.1189 2.2812  -0.4334
75 C 5.6338 -2.3938 3.2431  0.2591
76 O 4.7003 -2.6374 4.2130  -0.0313
77 C 4.8852 -1.6459 5.2032  -0.5469
78 C 5.5539 -0.5514 4.4439  0.3475
79 F 6.3987 0.1416 5.2401  -0.3019
80 O 6.3171 -1.2387 3.4784  -0.2556
81 H 5.5113 -2.0479 6.0068  0.3025
82 H 3.9277 -1.3326 5.6279  0.2861
83 H 4.8626 0.1364 3.9454  0.2956
84 O 9.9787 2.8482 -0.4814  -0.5508
85 C 9.6462 1.6747 -0.5020  0.6358
86 O 8.3513 1.2426 -0.4129  -0.2948
87 C 8.3832 -0.1572 -0.6071  -0.2264
88 C 9.7820 -0.5045 -0.2269  0.4434
89 F 10.2283 -1.5607 -0.9431  -0.2862
90 O 10.5197 0.6344 -0.6087  -0.3130
91 H 8.1605 -0.3833 -1.6552  0.2331
92 H 7.6442 -0.6575 0.0245  0.0796
93 H 9.9228 -0.6928 0.8427  0.2844
94 O -5.9859 8.6799 -9.3408  -0.5723
95 C -7.1062 8.3274 -9.0112  0.6281
96 O -8.0359 9.1563 -8.4456  -0.2547
97 C -9.2287 8.4053 -8.3396  -0.3061
98 C -8.7275 7.0015 -8.3356  0.3552
99 F -9.6222 6.1684 -8.9126  -0.3002
100 O -7.5815 7.0584 -9.1543  -0.2746
101 H -9.8721 8.6229 -9.1986  0.2682
102 H -9.7699 8.6563 -7.4234  0.1436
103 H -8.4533 6.6256 -7.3441  0.3030
104 O 8.6311 -7.1110 5.1472  -0.5593
105 C 8.2070 -6.8804 4.0271  0.6177
106 O 7.7860 -5.6492 3.6046  -0.2716
107 C 7.5018 -5.7759 2.2258  0.3820
108 C 7.2402 -7.2363 2.0824  0.4492
109 F 7.6185 -7.6764 0.8614  -0.2915
110 O 8.0874 -7.8190 3.0466  -0.3136
111 H 8.3676 -5.4415 1.6445  0.2458
112 H 6.6363 -5.1690 1.9466  -0.4630
113 H 6.2030 -7.5279 2.2792  0.2466
114 O -10.0049 9.7739 -5.4768  -0.5835
115 C -9.8785 10.8930 -5.9454  0.7061
116 O -8.8207 11.7197 -5.6827  -0.2874
117 C -8.9838 12.8526 -6.5120  -0.4084
118 C -10.4492 12.8458 -6.7842  0.2956
119 F -10.7145 13.3507 -8.0099  -0.2839
120 O -10.7773 11.4750 -6.7880  -0.2743
121 H -8.3838 12.7274 -7.4196  0.2742
122 H -8.6600 13.7629 -6.0003  0.2711
123 H -11.0484 13.3657 -6.0290  0.3032

Force components x, y, z for each atom (eV/Å):
0.340 -0.561 1.379
0.377 -2.487 -1.343
-1.946 2.001 3.223
1.333 0.635 -2.228
-1.283 2.010 0.013
0.058 -0.461 -0.229
-0.346 -0.367 0.682
0.702 -0.808 0.290
5.896 2.069 0.044
-7.854 -3.430 -1.977
-1.176 0.411 4.125
-0.639 -1.084 -1.839
-1.028 2.513 -0.448
2.517 0.835 -0.094
-0.294 -0.287 -1.924
-0.745 -2.502 0.077
0.738 0.102 1.856
1.143 -2.035 0.237
-0.885 0.465 -2.229
-0.578 2.071 1.009
1.581 -0.233 -2.183
0.686 1.127 1.067
1.559 0.458 0.585
-0.387 0.386 2.705
0.744 -0.902 -2.263
0.197 0.477 -1.224
-0.309 -0.597 1.297
0.006 0.807 0.441
0.049 0.319 0.100
-0.423 -1.090 -0.430
-0.017 0.261 -0.105
0.143 -0.046 -0.256
0.304 0.120 0.142
0.147 2.532 -1.321
0.141 -2.722 1.187
-0.944 -0.906 -0.001
1.000 0.970 0.078
-0.376 0.442 -0.658
-0.299 0.070 -0.059
0.477 -0.158 0.812
-0.294 0.055 -0.045
-0.032 -0.247 0.001
-0.036 0.021 -0.207
-0.776 -0.857 -2.256
0.070 0.495 2.299
0.973 1.106 0.541
-0.874 -0.948 -0.430
0.059 0.171 -1.120
0.152 0.048 -0.130
0.018 -0.521 0.979
0.227 0.104 -0.127
0.055 0.148 0.252
-0.020 0.148 -0.128
-0.457 0.050 -3.006
0.226 0.159 3.432
0.842 -0.103 0.554
-1.067 0.117 -0.650
0.550 -0.095 -0.416
0.282 -0.004 -0.352
-0.737 -0.279 0.359
0.246 -0.104 -0.061
0.042 0.035 0.264
0.102 0.222 -0.123
-0.887 0.419 -2.413
1.073 -0.143 2.545
0.379 -1.146 0.793
-0.475 1.101 -0.573
0.146 -0.420 -0.789
-0.143 -0.217 -0.120
-0.226 0.725 0.682
-0.128 -0.247 -0.071
0.488 -0.149 0.289
0.100 -0.131 -0.155
-0.459 1.447 1.971
0.243 -1.614 -1.741
0.743 0.059 -1.215
-0.730 -0.109 1.112
0.484 0.745 0.352
0.030 0.229 -0.030
-0.785 -0.837 -0.350
0.086 0.220 -0.137
0.078 -0.202 -0.183
0.197 0.061 0.057
-0.779 -2.759 -0.097
0.404 3.149 -0.085
1.112 0.612 0.077
-1.199 -0.693 0.043
0.374 -0.529 -0.253
0.228 -0.297 0.049
-0.568 0.467 0.421
0.207 -0.112 0.132
0.027 0.265 -0.132
0.116 -0.124 -0.137
-2.629 -0.685 0.610
2.249 1.356 -0.987
1.137 -0.562 -0.423
-1.227 0.578 0.484
-0.615 -0.717 -0.176
-0.009 -0.242 0.082
0.500 0.794 0.465
0.105 -0.291 -0.004
0.261 0.022 -0.140
-0.109 -0.114 -0.123
-0.978 0.581 -2.629
1.223 -0.278 2.889
0.254 -0.937 0.627
-0.456 1.067 -0.740
0.067 -0.441 -0.689
-0.107 -0.221 -0.190
-0.281 0.610 0.650
-0.078 -0.272 -0.048
0.253 -0.088 0.272
0.088 -0.084 -0.159
0.331 2.443 -1.143
0.167 -2.483 1.260
-0.965 -0.908 0.008
1.000 0.865 0.031
-0.437 0.455 -0.696
-0.213 0.136 -0.063
0.518 -0.220 0.801
-0.277 0.025 -0.038
-0.009 -0.278 0.066
-0.058 -0.007 -0.208


[2]
The following is a DFT calculation (the ωB97M-V functional and the def2-TZVPD basis) of a molecular structure, C35H42N6O3SSbSe4W at a distorted geometry.

Results
E_HOMO (spin up / spin down) in eV: -9.022 / -9.160
Total charge: +1
Strongest force on any atom in eV Å⁻¹: 1.997
<S²>: 2.036
Relative energy (zero: lowest compared OMol25 entry of this formula, charge and spin) in eV: 2.5663
Spin multiplicity: 3
DFT total energy in Eh: -12224.27437
HOMO-LUMO gap (spin up / spin down) in Ha: 0.201 / 0.206

Each line ends with the Löwdin spin population.
Element x y z (Å)
1 W 0.8651 0.6701 -0.7839  1.5516
2 C 0.0742 3.1406 5.8419  -0.0008
3 C 0.3385 2.3852 4.5650  -0.0031
4 C 1.4009 1.4970 4.4623  0.0081
5 C 1.6570 0.7684 3.3098  -0.0015
6 C 2.8685 -0.0534 3.2457  0.0011
7 N 3.1534 -0.8178 2.2263  0.0008
8 C 4.4729 -1.4230 2.0850  0.0005
9 C 4.5150 -2.5976 1.1117  0.0002
10 C 4.0138 -2.3189 -0.3040  0.0009
11 N 4.8596 -1.2916 -0.9403  0.0004
12 C 4.7807 -0.6941 -2.0721  0.0036
13 C 3.7644 -0.6825 -3.1089  0.0017
14 C 4.2206 -0.6091 -4.4273  0.0048
15 C 3.3557 -0.5717 -5.5152  0.0008
16 C 3.8621 -0.6507 -6.9321  -0.0001
17 C 2.0105 -0.3664 -5.2278  0.0064
18 C 1.5468 -0.2375 -3.9204  0.0040
19 C 0.2492 0.3999 -3.7111  0.0373
20 N -0.0836 1.0295 -2.6398  0.0208
21 C -1.3148 1.8660 -2.6433  0.0060
22 C -1.0239 3.3435 -2.3710  -0.0011
23 C -0.0282 3.5673 -1.2142  0.0061
24 N -0.0792 2.4923 -0.2018  0.0031
25 C -0.5450 2.7024 0.9803  0.0479
26 C -0.0859 1.9917 2.1883  0.0018
27 C -0.3733 2.6291 3.3989  0.0067
28 C 0.8398 0.9112 2.1776  0.0185
29 O 0.9178 0.0504 1.1907  0.0692
30 C 2.3978 -0.5837 -2.8429  0.0160
31 O 1.8856 -0.8375 -1.6708  0.0748
32 H 0.0429 2.4687 6.6994  -0.0002
33 H -0.8722 3.6772 5.7926  0.0000
34 H 0.8641 3.8702 6.0263  -0.0003
35 H 2.0872 1.3958 5.2977  0.0004
36 H 3.4823 -0.1517 4.1304  0.0000
37 H 2.5483 -0.7082 1.4159  0.0011
38 H 4.7897 -1.7559 3.0734  0.0000
39 H 5.1727 -0.6278 1.7893  0.0001
40 H 3.9507 -3.4432 1.5066  0.0000
41 H 5.5612 -2.9068 1.0457  0.0000
42 H 2.9771 -1.9950 -0.3498  0.0003
43 H 4.0839 -3.2305 -0.8991  0.0001
44 H 5.6929 -0.9513 -0.4133  0.0001
45 H 5.6469 -0.0613 -2.2614  0.0000
46 H 5.2914 -0.6251 -4.6052  0.0003
47 H 4.7539 -1.2715 -6.9976  0.0000
48 H 4.1213 0.3392 -7.3114  0.0000
49 H 3.1049 -1.0712 -7.5922  0.0000
50 H 1.3077 -0.2258 -6.0439  0.0002
51 H -0.4056 0.4970 -4.5800  0.0023
52 H -1.9811 1.4834 -1.8712  0.0006
53 H -1.8179 1.7399 -3.6032  0.0004
54 H -1.9675 3.8454 -2.1553  0.0001
55 H -0.6001 3.7856 -3.2738  0.0000
56 H -0.1568 4.5300 -0.7200  0.0011
57 H 0.9728 3.5603 -1.6423  0.0022
58 H -1.1280 3.6089 1.1669  0.0029
59 H -1.1340 3.4043 3.3999  0.0003
60 C -2.5438 -0.4434 3.6310  0.0003
61 C -3.7306 0.2308 2.9517  0.0001
62 C -3.5535 0.3504 1.4428  0.0006
63 N -3.6710 -0.9671 0.8217  0.0058
64 C -2.7887 -1.5299 0.0136  0.0080
65 S -1.3637 -0.8010 -0.5070  0.0181
66 N -3.0185 -2.8098 -0.4336  0.0022
67 C -4.1259 -3.6853 -0.3076  0.0003
68 O -3.9059 -4.8667 -0.2827  0.0005
69 C -5.5120 -3.1283 -0.2992  0.0001
70 C -5.8556 -2.0133 -1.0609  0.0000
71 C -7.1795 -1.6082 -1.1283  0.0000
72 C -8.1557 -2.3164 -0.4377  0.0000
73 C -7.8129 -3.4301 0.3182  0.0000
74 C -6.4920 -3.8443 0.3802  0.0000
75 H -2.6699 -0.4555 4.7134  0.0000
76 H -1.6151 0.0820 3.4088  0.0002
77 H -2.4319 -1.4789 3.3030  0.0000
78 H -3.8929 1.2333 3.3530  0.0000
79 H -4.6438 -0.3363 3.1578  0.0000
80 H -2.5695 0.7404 1.1899  0.0004
81 H -4.3060 1.0167 1.0140  0.0002
82 H -4.5137 -1.4831 1.0318  0.0003
83 H -2.1872 -3.2800 -0.7655  0.0007
84 H -5.0990 -1.4860 -1.6290  0.0000
85 H -7.4526 -0.7508 -1.7284  0.0000
86 H -9.1906 -2.0082 -0.5041  0.0000
87 H -8.5769 -3.9848 0.8454  0.0000
88 H -6.2080 -4.7236 0.9428  0.0000
89 Se 4.9901 4.9544 -0.0006  -0.0172
90 Sb 5.0739 2.7143 0.7372  0.0107
91 Se 2.8161 1.7671 -0.4378  0.0635
92 Se 6.8817 1.2481 -0.0548  0.0146
93 Se 4.3997 2.2035 3.0394  -0.0075

Force components x, y, z for each atom (eV/Å):
-1.080 0.131 1.674
0.018 -0.050 -0.100
-0.099 0.010 -0.084
0.009 0.027 0.176
0.187 -0.610 0.057
-0.260 0.468 -0.247
0.260 -0.424 0.163
-0.073 0.153 -0.002
0.012 0.128 -0.075
0.080 0.175 0.048
0.275 -0.015 0.206
-0.080 0.104 -0.175
0.418 -0.246 0.066
0.002 -0.034 -0.273
0.051 -0.046 0.098
-0.025 0.086 0.074
0.072 0.245 -0.116
-0.580 0.127 -0.081
0.566 -0.047 -0.505
-0.093 0.321 -0.132
0.123 -0.189 0.037
0.276 -0.114 0.077
-0.638 -0.274 -0.144
-0.165 -0.266 0.190
0.645 -0.013 0.424
-0.368 0.051 -0.618
0.182 0.241 0.214
-0.655 0.498 0.263
0.059 -0.037 -0.804
-0.620 -0.541 -0.192
0.052 -0.201 0.112
-0.026 -0.009 -0.006
0.000 -0.009 0.008
0.003 0.008 -0.012
-0.049 -0.053 0.014
-0.044 -0.051 0.037
0.016 -0.003 0.036
0.052 -0.041 -0.025
-0.028 0.061 -0.036
-0.014 0.006 -0.011
-0.022 -0.107 0.078
0.043 0.028 0.061
0.049 0.019 -0.047
-0.327 -0.008 0.048
0.008 0.048 0.013
-0.016 -0.035 0.001
-0.011 -0.019 0.004
-0.007 0.005 -0.001
0.008 -0.011 -0.002
0.034 0.049 0.004
0.079 -0.128 -0.018
0.066 -0.132 0.008
-0.007 0.077 -0.021
-0.070 -0.076 -0.097
-0.057 0.168 0.054
-0.164 0.047 -0.110
0.127 -0.076 0.327
0.122 -0.010 0.003
0.052 0.028 0.001
-0.044 -0.035 0.051
0.089 -0.035 -0.014
-0.117 -0.073 0.006
0.093 0.109 -0.040
-0.170 -0.036 0.148
-0.238 -0.623 -0.413
-0.037 0.172 -0.034
-0.110 0.084 0.124
0.043 -0.057 -0.024
0.230 -0.035 -0.097
-0.057 0.029 -0.030
0.015 -0.029 0.031
0.020 0.003 -0.012
0.032 0.006 -0.007
-0.067 0.018 0.073
-0.017 -0.014 -0.008
0.023 0.006 -0.004
0.005 0.015 -0.027
0.046 -0.003 0.023
-0.054 0.091 0.018
0.026 0.011 0.036
-0.030 -0.051 -0.038
-0.004 -0.055 0.041
-0.008 0.024 -0.030
0.021 0.011 0.016
-0.005 -0.014 -0.017
0.003 0.017 0.024
-0.003 0.005 0.005
-0.004 -0.011 -0.021
-0.088 -0.164 -0.001
1.409 -0.012 0.748
0.916 0.936 -0.898
-0.510 0.067 0.062
0.223 0.207 -0.338